Here is a molecular structure, C49H31Cl4InN14O from OMol25. Energies are from ωB97M-V with the def2-TZVPD basis set.

Positions of all 100 atoms, in Å:
In1 -0.108 0.352 -0.360
Cl1 -9.378 -1.859 0.846
C1 -7.664 -1.526 0.712
C2 -6.757 -2.552 0.907
C3 -5.400 -2.278 0.807
C4 -4.934 -0.996 0.513
C5 -5.880 0.007 0.301
C6 -7.242 -0.244 0.408
C7 -3.475 -0.722 0.402
C8 -2.887 0.178 1.271
C9 -3.637 0.951 2.287
C10 -2.826 1.884 2.774
C11 -1.492 1.749 2.070
C12 -0.274 1.850 2.931
C13 -0.324 2.791 4.091
C14 0.303 4.035 4.031
C15 0.284 4.907 5.112
C16 -0.381 4.532 6.264
Cl2 -0.415 5.627 7.632
C17 -1.020 3.309 6.361
C18 -0.983 2.448 5.272
C19 0.873 1.137 2.709
N1 1.162 0.294 1.670
C20 2.422 -0.198 1.870
C21 3.113 -1.063 1.051
C22 4.501 -1.441 1.427
C23 5.515 -0.487 1.521
C24 6.814 -0.834 1.874
C25 7.107 -2.161 2.123
Cl3 8.740 -2.617 2.562
C26 6.131 -3.140 2.027
C27 4.841 -2.773 1.681
C28 2.602 -1.633 -0.177
C29 3.321 -2.479 -1.071
C30 2.483 -2.738 -2.137
C31 1.265 -2.081 -1.855
N2 1.365 -1.406 -0.666
C32 0.053 -2.239 -2.573
C33 -1.203 -1.938 -2.100
C34 -2.445 -2.376 -2.660
C35 -3.419 -2.043 -1.775
C36 -2.783 -1.325 -0.694
N3 -1.460 -1.272 -0.906
C37 0.168 -2.807 -3.945
C38 -0.032 -4.158 -4.203
C39 0.096 -4.661 -5.492
C40 0.424 -3.789 -6.514
Cl4 0.588 -4.415 -8.144
C41 0.621 -2.438 -6.283
C42 0.494 -1.948 -4.991
C43 2.953 0.344 3.131
C44 2.021 1.161 3.636
N4 -1.599 0.551 1.297
H1 -7.110 -3.548 1.140
H2 -4.677 -3.070 0.962
H3 -5.532 0.998 0.036
H4 -7.968 0.540 0.243
H5 -4.672 0.791 2.547
H6 -3.049 2.657 3.492
H7 0.798 4.322 3.113
H8 0.770 5.872 5.057
H9 -1.529 3.035 7.276
H10 -1.466 1.480 5.331
H11 5.275 0.550 1.317
H12 7.591 -0.084 1.945
H13 6.383 -4.172 2.231
H14 4.066 -3.526 1.608
H15 4.332 -2.834 -0.940
H16 2.683 -3.348 -3.005
H17 -2.551 -2.888 -3.603
H18 -4.479 -2.226 -1.861
H19 -0.286 -4.820 -3.384
H20 -0.056 -5.711 -5.701
H21 0.860 -1.774 -7.102
H22 0.619 -0.891 -4.784
H23 3.908 0.096 3.566
H24 2.069 1.718 4.559
N5 -1.703 3.720 -2.280
C45 -1.636 2.595 -3.125
N6 -1.773 2.744 -4.432
N7 -1.622 1.499 -4.914
N8 -1.408 0.671 -3.937
N9 -1.404 1.334 -2.763
C46 -1.590 3.651 -0.927
N10 -1.277 4.680 -0.107
N11 -1.226 4.152 1.107
N12 -1.504 2.893 0.981
N13 -1.763 2.525 -0.262
H25 -1.490 4.600 -2.716
N14 4.248 0.293 -2.275
C47 2.976 0.881 -2.310
O1 2.264 0.771 -3.283
C48 2.636 1.725 -1.102
C49 1.155 2.019 -0.949
H26 4.311 -0.464 -2.946
H27 4.518 -0.028 -1.353
H28 3.210 2.653 -1.236
H29 3.051 1.251 -0.207
H30 0.766 2.442 -1.874
H31 1.034 2.760 -0.151

For the orbital gap, the calculation gives 5.061 eV. The LUMO energy comes out at 3.52 eV. Its charge is -2. The calculation puts the HOMO energy at -0.0565 Eh. The value obtained for the energy above the lowest of the compared OMol25 structures with the same formula, charge and spin is 28.67 kJ/mol.